(1)
Density functional theory data (ωB97M-V with the def2-TZVPD basis set) for 2 unconnected molecules or ions with the total composition C3H9N4 at a distorted geometry.

Atoms and positions in Å:
C1 -1.58117 0.70383 -2.41455
C2 -0.35582 1.17519 -2.96099
C3 -0.89358 -1.02529 -0.84827
N1 -1.64793 -0.41427 -1.70232
N2 -0.10830 -0.31332 0.12982
N3 1.47228 0.15499 3.13322
N4 0.51691 -0.90371 1.02566
H1 -2.58042 1.17321 -2.53111
H2 -0.39086 2.06995 -3.56904
H3 0.45393 0.53402 -2.87781
H4 -1.09719 -2.06673 -0.76693
H5 2.14956 0.90055 2.72828
H6 0.61101 0.57062 3.45399
H7 1.03183 -0.21911 2.11065
H8 1.81596 -0.36469 3.92879
H9 0.60378 -1.97524 1.16062

Its energy above the lowest of the compared OMol25 structures with the same formula, charge and spin is 474.1 kJ/mol. As for the strongest force on any atom: 5.18 eV/A. The total charge is +1.

Mulliken population analysis, charges in e, atoms 1 to 8: atom 1 (C): 0.13, atom 2 (C): -0.70, atom 3 (C): -0.15, atom 4 (N): -0.30, atom 5 (N): -0.06, atom 6 (N): -0.64, atom 7 (N): -0.35, atom 8 (H): 0.35

---

(2)
Density functional theory data (ωB97M-V with the def2-TZVPD basis set) for 11 unconnected molecules or ions with the total composition C39H80O27 at a distorted geometry.

Atoms and positions in Å:
O1 -5.68690 -1.52241 2.52973
C1 -6.20381 -2.34324 1.84353
O2 -6.91669 -1.97561 0.68126
C2 -7.26117 -3.12078 -0.04944
C3 -6.99048 -4.28815 0.87492
O3 -6.27524 -3.69489 2.02112
H1 -8.26685 -3.09241 -0.30591
H2 -6.68942 -3.12036 -0.94279
H3 -6.37748 -5.13360 0.57679
H4 -7.92517 -4.65261 1.32811
O4 2.48842 7.17164 1.90653
C4 2.12108 6.12514 1.54308
O5 1.37737 5.87383 0.45181
C5 0.95473 4.49568 0.42622
C6 1.97653 3.86792 1.40125
O6 2.28994 5.00897 2.27077
H5 -0.02701 4.46046 1.00502
H6 0.96141 4.10850 -0.57714
H7 3.00651 3.61477 0.98997
H8 1.69609 3.01651 1.99323
O7 -2.76346 -1.01159 -2.76158
C7 -3.57067 -0.26145 -2.38739
O8 -3.63177 1.01178 -2.70137
C8 -4.95074 1.57002 -2.22937
C9 -5.35957 0.51194 -1.22401
O9 -4.61067 -0.63175 -1.60730
H9 -4.66111 2.58226 -1.92698
H10 -5.65474 1.58433 -3.11203
H11 -6.37206 0.22096 -1.30606
H12 -5.19873 0.75246 -0.16006
O10 -1.09300 -0.47021 3.73162
C10 -0.48311 -1.50822 3.71216
O11 -0.87093 -2.70267 4.17157
C11 0.23497 -3.57898 4.11258
C12 1.40532 -2.74023 3.60487
O12 0.74879 -1.59437 3.11683
H13 0.36296 -3.84527 5.17417
H14 0.11740 -4.44758 3.50511
H15 1.88732 -3.23045 2.76641
H16 2.22982 -2.44780 4.22686
O13 -0.98731 3.52229 -7.59542
C13 -0.92527 2.80223 -6.64376
O14 0.07758 2.82899 -5.68249
C14 -0.12623 1.85493 -4.71204
C15 -1.26074 0.99079 -5.29806
O15 -1.80616 1.82588 -6.33571
H17 0.65726 1.15135 -4.66945
H18 -0.38165 2.22958 -3.73568
H19 -2.00572 0.69219 -4.56815
H20 -0.93886 0.07046 -5.77029
C16 4.79786 -0.83877 -0.00873
O16 3.62702 -1.08372 0.74011
C17 2.71257 -2.03590 0.22506
C18 3.15104 -3.42926 0.07815
O17 3.44660 -4.03580 1.31018
C19 4.74787 -3.87133 1.86806
H21 4.54173 -0.60158 -1.07992
H22 5.62350 -1.48533 0.08411
H23 5.12915 0.08108 0.45349
H24 2.45721 -1.70788 -0.76531
H25 1.79699 -1.89603 0.86896
H26 4.00785 -3.46754 -0.57137
H27 2.39902 -4.03916 -0.44238
H28 4.97258 -2.89618 2.16849
H29 5.49667 -4.15008 1.09697
H30 4.89361 -4.59238 2.64072
C20 -0.99910 -3.30006 0.35080
O18 -1.42789 -4.28764 1.33763
C21 -2.80825 -4.15142 1.66866
C22 -3.17693 -5.19983 2.74682
O19 -3.29765 -6.51790 2.22789
C23 -2.12454 -7.31776 2.54506
H31 0.03804 -3.59276 0.15326
H32 -0.90144 -2.26890 0.88320
H33 -1.65358 -3.19964 -0.50578
H34 -3.45047 -4.28052 0.77952
H35 -2.96830 -3.16002 2.07641
H36 -4.17193 -4.86066 3.12635
H37 -2.42944 -5.16848 3.58960
H38 -2.39733 -8.33632 2.21483
H39 -1.97990 -7.35556 3.61958
H40 -1.24531 -7.21137 1.95380
C24 6.57666 2.09834 4.37252
O20 5.82688 2.27113 5.55907
C25 4.46145 2.02945 5.44797
C26 3.70447 2.51517 6.64988
O21 3.71028 1.51105 7.58006
C27 2.83293 1.70023 8.74614
H41 6.14851 2.78578 3.57820
H42 6.57874 1.03625 4.01042
H43 7.57039 2.48607 4.61251
H44 4.28445 0.96703 5.49756
H45 4.10223 2.43586 4.57189
H46 2.70074 2.88435 6.34124
H47 4.16628 3.41990 7.02208
H48 1.87214 1.62217 8.31772
H49 2.95268 2.72002 9.19818
H50 3.05298 0.88030 9.42020
C28 -3.62115 4.55362 -3.81097
O22 -2.65251 3.75076 -3.17019
C29 -1.75841 4.50510 -2.31366
C30 -0.72042 5.34872 -3.06011
O23 0.42209 5.51354 -2.21879
C31 1.07379 6.79791 -2.38672
H51 -4.15736 5.24628 -3.12962
H52 -4.31225 3.84721 -4.30572
H53 -3.06725 5.14133 -4.57735
H54 -1.21097 3.79729 -1.76367
H55 -2.42483 5.10782 -1.68119
H56 -1.14044 6.39205 -3.32218
H57 -0.47086 4.79903 -4.01161
H58 0.45475 7.62480 -2.02197
H59 1.22383 7.12707 -3.39132
H60 2.02231 6.91140 -1.89094
C32 0.42873 0.61237 -1.31454
O24 0.32206 1.41882 -0.18318
C33 -0.36640 0.78241 0.86214
C34 -1.85601 0.42159 0.66291
O25 -2.79610 1.52545 0.50211
C35 -3.41887 1.76929 1.72617
H61 -0.41011 0.82535 -1.98533
H62 0.54765 -0.44164 -1.02176
H63 1.38339 0.88804 -1.80832
H64 -0.10881 1.43932 1.71165
H65 0.07838 -0.16549 1.04017
H66 -2.20812 -0.18063 1.43176
H67 -2.05708 -0.20775 -0.24574
H68 -2.85043 2.22981 2.47763
H69 -3.72420 0.80846 2.19499
H70 -4.37407 2.32302 1.64651
C36 5.34844 -0.55869 -6.21575
O26 4.50820 -1.45315 -5.52265
C37 3.16317 -1.34820 -5.85038
C38 2.34367 -2.31490 -4.93067
O27 1.16538 -1.58674 -4.45983
C39 0.25169 -2.35894 -3.73096
H71 6.28563 -1.06396 -6.31013
H72 5.29655 0.40442 -5.75996
H73 5.05007 -0.42626 -7.24349
H74 3.00528 -1.50904 -6.91503
H75 2.76044 -0.32953 -5.57258
H76 2.91354 -2.61968 -4.03053
H77 2.04160 -3.29324 -5.48756
H78 -0.49490 -1.64978 -3.42136
H79 0.63937 -2.89669 -2.85345
H80 -0.19831 -3.14364 -4.35969

Its energy above the lowest of the compared OMol25 structures with the same formula, charge and spin is 99.4 kJ/mol. As for the strongest force on any atom: 3.42 eV/A. Its SMILES is O=C1OCCO1.O=C1OCCO1.O=C1OCCO1.O=C1OCCO1.O=C1OCCO1.COCCOC.COCCOC.COCCOC.COCCOC.COCCOC.COCCOC.

Mulliken population analysis, charges in e, atoms 1 to 8: atom 1 (O): -0.53, atom 2 (C): 0.67, atom 3 (O): -0.30, atom 4 (C): -0.31, atom 5 (C): -0.30, atom 6 (O): -0.29, atom 7 (H): 0.35, atom 8 (H): 0.24

---

(3)
Density functional theory data (ωB97M-V with the def2-TZVPD basis set) for a molecular structure, C38H55N7O2STa.

Atoms and positions in Å:
Ta1 -0.35675 0.97083 -0.43190
N1 0.59585 2.84730 0.49381
C1 1.26062 3.81751 -0.41845
C2 0.42836 3.87989 -1.67486
N2 0.29845 2.50061 -2.21945
C3 1.46618 2.08421 -3.04638
C4 2.25916 1.05223 -2.27834
N3 1.26425 0.09655 -1.74116
H1 1.24782 2.57172 1.22896
H2 -0.17832 3.32225 0.96069
H3 1.34677 4.79645 0.05140
H4 2.26864 3.45325 -0.61934
H5 -0.57198 4.24966 -1.44822
H6 0.87173 4.54599 -2.41517
H7 -0.52847 2.50387 -2.80952
H8 1.09326 1.64828 -3.97467
H9 2.07845 2.94415 -3.31592
H10 2.97985 0.54963 -2.92381
H11 2.80806 1.48399 -1.44287
H12 0.75116 -0.31891 -2.52020
H13 1.66472 -0.72945 -1.25726
C5 -2.26583 1.01531 3.64211
C6 -1.43009 0.77078 2.43571
N4 -1.69373 1.27834 1.25661
N5 -2.78579 2.12825 1.14739
C7 -2.82393 2.58130 -0.05501
O1 -1.87113 2.16097 -0.90302
C8 -3.84444 3.49386 -0.55902
C9 -4.88514 3.89984 0.28133
C10 -5.85115 4.76620 -0.19529
C11 -5.78649 5.23135 -1.50416
C12 -4.75386 4.83130 -2.34321
C13 -3.78303 3.96379 -1.87358
C14 -0.23625 -0.00795 2.41485
C15 0.17739 -0.61809 3.55174
C16 1.36066 -1.41227 3.60043
C17 2.02881 -1.56473 2.46046
C18 1.66527 -0.95544 1.12574
N6 0.38550 -0.09914 1.13531
H14 -3.06543 1.71196 3.42085
H15 -2.70048 0.07523 3.98797
H16 -1.65553 1.41169 4.45380
H17 -4.92743 3.53666 1.29905
H18 -6.65653 5.08374 0.45244
H19 -6.54376 5.91110 -1.87105
H20 -4.70721 5.20087 -3.35838
H21 -2.97498 3.65756 -2.52663
H22 -0.41023 -0.48024 4.44840
H23 1.68879 -1.86171 4.52665
H24 2.95115 -2.13222 2.41852
H25 2.48633 -2.34453 -0.08458
C19 -3.49471 0.10894 -3.08232
S1 -2.71728 -1.04817 -1.97341
C20 -3.77963 -0.88647 -0.55406
O2 -1.36687 -0.34547 -1.58451
H26 -3.59863 1.08166 -2.60486
H27 -4.47128 -0.31031 -3.33281
H28 -2.89060 0.15611 -3.98662
H29 -4.73859 -1.31556 -0.85377
H30 -3.89856 0.15794 -0.26779
H31 -3.35919 -1.48957 0.24925
C21 4.15144 3.25865 2.27673
C22 4.05757 1.99517 1.46682
C23 5.08195 1.63848 0.58554
C24 5.05182 0.44495 -0.11937
C25 6.18769 0.03574 -1.01406
C26 3.93746 -0.39252 0.02374
C27 2.88053 -0.04269 0.84979
C28 2.97280 1.13781 1.59380
N7 1.55315 -1.98683 0.09708
C29 0.69327 -3.21069 0.22766
C30 1.39311 -4.33834 1.00394
C31 0.53556 -5.60966 0.98358
C32 -0.81243 -5.30469 1.64305
C33 -1.52419 -4.19785 0.85872
C34 -1.74585 -4.65729 -0.58448
C35 -0.39482 -4.95557 -1.23912
C36 0.31826 -6.06408 -0.46061
C37 0.46265 -3.68755 -1.21314
C38 -0.66187 -2.92703 0.87419
H32 5.12907 3.34311 2.75013
H33 3.39727 3.29028 3.06309
H34 4.03256 4.14339 1.64685
H35 5.94411 2.28843 0.48776
H36 7.00078 0.75701 -0.98026
H37 5.86129 -0.05601 -2.05207
H38 6.58466 -0.93440 -0.71283
H39 3.95498 -1.32087 -0.53682
H40 2.22392 1.34491 2.35586
H41 1.56103 -4.04311 2.04131
H42 2.37240 -4.53629 0.55168
H43 1.05088 -6.39114 1.54345
H44 -0.66519 -4.99737 2.68297
H45 -1.43286 -6.20265 1.66125
H46 -2.48577 -3.97820 1.33239
H47 -2.27826 -3.88698 -1.15716
H48 -2.37518 -5.54918 -0.59918
H49 -0.54365 -5.26608 -2.27471
H50 1.27543 -6.30132 -0.93227
H51 -0.28024 -6.97698 -0.47896
H52 -0.02696 -2.88224 -1.77816
H53 1.42950 -3.87946 -1.69218
H54 -0.53317 -2.59372 1.90669
H55 -1.15865 -2.12000 0.32553

Its energy above the lowest of the compared OMol25 structures with the same formula, charge and spin is 17.0 kJ/mol. As for the strongest force on any atom: 0.94 eV/A. The total charge is +3.

Mulliken population analysis, charges in e, atoms 1 to 8: atom 1 (Ta): 1.68, atom 2 (N): -0.62, atom 3 (C): -0.41, atom 4 (C): -0.86, atom 5 (N): -0.17, atom 6 (C): -1.11, atom 7 (C): 0.32, atom 8 (N): -0.50

---

Copy entry 1 word for word.
Density functional theory data (ωB97M-V with the def2-TZVPD basis set) for 2 unconnected molecules or ions with the total composition C3H9N4 at a distorted geometry.

Atoms and positions in Å:
C1 -1.58117 0.70383 -2.41455
C2 -0.35582 1.17519 -2.96099
C3 -0.89358 -1.02529 -0.84827
N1 -1.64793 -0.41427 -1.70232
N2 -0.10830 -0.31332 0.12982
N3 1.47228 0.15499 3.13322
N4 0.51691 -0.90371 1.02566
H1 -2.58042 1.17321 -2.53111
H2 -0.39086 2.06995 -3.56904
H3 0.45393 0.53402 -2.87781
H4 -1.09719 -2.06673 -0.76693
H5 2.14956 0.90055 2.72828
H6 0.61101 0.57062 3.45399
H7 1.03183 -0.21911 2.11065
H8 1.81596 -0.36469 3.92879
H9 0.60378 -1.97524 1.16062

Its energy above the lowest of the compared OMol25 structures with the same formula, charge and spin is 474.1 kJ/mol. As for the strongest force on any atom: 5.18 eV/A. The total charge is +1.

Mulliken population analysis, charges in e, atoms 1 to 8: atom 1 (C): 0.13, atom 2 (C): -0.70, atom 3 (C): -0.15, atom 4 (N): -0.30, atom 5 (N): -0.06, atom 6 (N): -0.64, atom 7 (N): -0.35, atom 8 (H): 0.35

---

- Among the records above, which one has the lowest strongest force on any atom?
  C38H55N7O2STa

---

- Among the records above, which one has the highest strongest force on any atom?
  C3H9N4